ORCA calculation (ωB97M-V with the def2-TZVPD basis set) on 2 unconnected molecules or ions with the total composition C5H8O2S at a distorted geometry.

Cartesian coordinates (Å):
1 C 3.080 -1.005 -0.016
2 C 3.876 -0.813 0.833
3 C -1.127 -0.873 0.526
4 C -1.563 -0.293 -0.818
5 C -0.094 0.146 0.913
6 O -2.160 2.233 -0.158
7 O 0.107 1.868 -1.163
8 S -0.797 1.219 -0.259
9 H -2.167 2.560 -1.073
10 H 2.619 -1.245 -0.929
11 H 4.660 -0.705 1.511
12 H -1.983 -1.065 1.204
13 H -0.680 -1.767 0.302
14 H -0.951 -0.568 -1.678
15 H -2.595 -0.072 -1.131
16 H -0.226 0.381 1.937

The calculation puts the lowest unoccupied orbital energy at 0.424 eV. The energy comes out at -743.7403 hartree. The HOMO energy comes out at -0.3181 hartree. The value obtained for the HOMO-LUMO gap is 9.08 eV.

Atom charges from the Löwdin analysis, given in e for atoms 1 to 6: number 1, C, carries -0.0152; number 2, C, carries 0.0004; number 3, C, carries -0.3285; number 4, C, carries -0.2215; number 5, C, carries -0.2079; number 6, O, carries -0.2334